94
Properties=species:S:1:pos:R:3 method="wB97M-V/def2-TZVPD" e_lumo_ha=0.0123 homo_lumo_gap_ha=0.367 charge=0 relative_energy_kcal_mol=0.0 smiles="CCOCCOC[C@]1(CC)OC(=O)O[C@H]1O.CC(C)O.CC(C)O.CC(C)O.CC(C)O.CC(C)O"
C 6.037 -2.648 3.047
C 6.816 -1.813 2.037
O 6.038 -0.737 1.525
C 5.593 -0.904 0.194
C 4.655 -2.085 -0.002
O 3.636 -2.188 0.974
C 2.886 -1.015 1.138
C 1.688 -1.268 2.015
C 1.927 -2.294 3.117
C 1.802 -3.756 2.651
O 0.521 -1.684 1.223
C -0.574 -1.230 1.858
O -1.693 -1.503 1.553
O -0.234 -0.405 2.876
C 1.085 0.041 2.525
O 1.648 0.668 3.605
H 5.484 -3.459 2.574
H 6.704 -3.058 3.806
H 5.321 -1.994 3.548
H 7.686 -1.363 2.522
H 7.181 -2.429 1.208
H 6.433 -0.992 -0.503
H 5.082 0.026 -0.061
H 4.231 -2.018 -1.014
H 5.201 -3.028 0.052
H 2.545 -0.630 0.167
H 3.497 -0.248 1.637
H 1.246 -2.096 3.945
H 2.933 -2.125 3.505
H 1.745 -3.834 1.567
H 2.665 -4.335 2.975
H 0.906 -4.222 3.059
H 0.937 0.702 1.657
H 2.380 1.215 3.303
C -3.277 1.319 3.798
C -3.501 1.854 2.392
C -4.876 1.486 1.859
O -2.480 1.391 1.513
H -3.336 0.227 3.797
H -2.288 1.599 4.159
H -4.027 1.704 4.492
H -3.396 2.942 2.398
H -4.983 0.399 1.805
H -5.018 1.887 0.855
H -5.666 1.874 2.505
H -2.542 0.426 1.484
C -0.819 -2.031 -2.216
C -2.201 -2.671 -2.191
C -3.258 -1.731 -2.747
O -2.533 -3.085 -0.873
H -0.814 -1.131 -1.593
H -0.073 -2.718 -1.816
H -0.531 -1.747 -3.230
H -2.184 -3.589 -2.783
H -3.314 -0.824 -2.138
H -4.240 -2.205 -2.733
H -3.027 -1.439 -3.774
H -2.537 -2.297 -0.313
C -7.967 3.750 4.612
C -8.773 4.164 3.391
C -7.909 4.855 2.350
O -9.873 4.990 3.768
H -7.531 4.630 5.093
H -8.605 3.248 5.340
H -7.153 3.076 4.339
H -9.235 3.279 2.948
H -7.472 5.769 2.764
H -8.503 5.133 1.479
H -7.093 4.209 2.022
H -9.518 5.791 4.169
C -4.208 1.405 -4.625
C -2.733 1.520 -4.972
C -2.188 2.909 -4.680
O -2.501 1.160 -6.333
H -4.797 2.106 -5.223
H -4.572 0.398 -4.831
H -4.381 1.628 -3.571
H -2.169 0.785 -4.394
H -2.716 3.655 -5.282
H -1.128 2.964 -4.928
H -2.316 3.170 -3.629
H -2.983 1.782 -6.890
C 9.004 -1.334 -4.083
C 7.488 -1.280 -3.999
C 6.871 -0.652 -5.238
O 7.072 -0.585 -2.821
H 9.414 -0.324 -4.167
H 9.422 -1.794 -3.188
H 9.330 -1.905 -4.953
H 7.096 -2.291 -3.872
H 7.222 0.377 -5.354
H 5.784 -0.632 -5.156
H 7.143 -1.206 -6.137
H 7.395 0.321 -2.883


68
Properties=species:S:1:pos:R:3 method="wB97M-V/def2-TZVPD" e_lumo_ha=0.1817 homo_lumo_gap_ha=0.201 charge=-2 relative_energy_kcal_mol=0.0
Pd 0.925 -0.909 0.060
C 0.024 0.141 2.843
C -1.014 -0.902 2.541
C -2.197 -0.913 3.257
C -3.177 -1.844 2.873
C -2.915 -2.723 1.869
C -1.637 -2.731 1.192
N -0.735 -1.738 1.533
N -1.399 -3.669 0.312
Si -0.015 -4.234 -0.476
C 1.444 -4.548 0.656
C 0.563 -3.247 -1.960
C -0.468 -5.931 -1.186
H -0.058 0.460 3.886
H -0.115 1.013 2.199
H 1.031 -0.236 2.647
H -2.363 -0.194 4.049
H -4.139 -1.867 3.380
H -3.632 -3.470 1.552
H 1.902 -3.605 0.963
H 2.203 -5.148 0.142
H 1.125 -5.085 1.553
H 0.690 -2.189 -1.688
H -0.144 -3.299 -2.793
H 1.536 -3.634 -2.286
H -0.700 -6.636 -0.384
H 0.341 -6.348 -1.794
H -1.359 -5.834 -1.812
C 2.838 1.057 -2.300
C 3.365 -0.306 -1.877
C 2.834 -0.788 -0.563
N 3.130 -1.355 0.455
H 3.115 1.263 -3.337
H 3.239 1.853 -1.672
H 1.751 1.088 -2.201
H 4.461 -0.318 -1.852
H 3.048 -1.058 -2.607
C -0.958 5.804 0.226
C -0.137 4.544 0.372
C 1.083 4.580 1.027
C 1.807 3.378 1.143
C 3.132 3.371 1.865
C 1.322 2.213 0.609
C 0.076 2.122 -0.103
C -0.635 3.362 -0.170
N -0.289 0.939 -0.600
C -1.603 0.800 -1.239
C -2.733 0.849 -0.201
C -1.850 1.816 -2.387
C -1.639 -0.581 -1.892
H -0.500 6.636 0.765
H -1.972 5.667 0.611
H -1.054 6.094 -0.824
H 1.460 5.504 1.456
H 3.871 3.986 1.341
H 3.530 2.359 1.945
H 3.035 3.780 2.875
H 1.880 1.289 0.733
H -1.602 3.412 -0.647
H -2.715 1.772 0.379
H -2.623 0.014 0.493
H -3.712 0.763 -0.686
H -2.414 2.702 -2.089
H -2.417 1.336 -3.189
H -0.895 2.150 -2.797
H -1.392 -1.372 -1.184
H -0.917 -0.630 -2.711
H -2.638 -0.777 -2.295


20
Properties=species:S:1:pos:R:3 method="wB97M-V/def2-TZVPD" e_lumo_ha=0.0236 homo_lumo_gap_ha=0.371 charge=0 relative_energy_kcal_mol=48.7 smiles="CCC(=O)NCN.O"
O 1.881 -1.317 -0.572
C 0.687 -1.148 -0.370
N 0.021 -1.574 0.720
C -1.336 -0.937 0.962
N -1.220 -0.374 2.292
C -0.049 -0.580 -1.626
C 0.058 0.951 -1.718
H 0.424 -1.785 1.617
H -1.744 -0.269 0.213
H -2.140 -1.681 0.962
H -1.797 0.433 2.464
H -1.227 -1.019 3.063
H -1.061 -0.992 -1.781
H 0.375 -1.104 -2.487
H 0.081 1.204 -2.784
H -0.754 1.459 -1.233
H 1.050 1.045 -1.265
H 2.134 2.412 1.273
H 2.357 2.320 -0.217
O 2.259 2.956 0.485